No. 1
Computed, not measured: BH3OS in the gas phase in a non-equilibrium geometry, with the ωB97M-V functional and the def2-TZVPD basis.

Results
SMILES = BSO
spin multiplicity = 1
Kohn-Sham gap = 10.11 eV
energy above the lowest of the compared OMol25 structures with the same formula, charge and spin = 72.5 kcal per mole
LUMO = -0.177 eV

Last column: Löwdin charge in e.
CARTESIAN COORDINATES (ANGSTROEM)
S: -0.3762 0.2421 -0.6967  0.81
O: -1.0225 -1.5170 -0.7705  -0.44
B: 0.9291 0.8030 0.4770  -0.35
H: 1.2264 -0.1236 1.2236  0.00
H: -1.9140 -1.3482 -0.4284  0.00
H: 1.1572 1.9437 0.1949  -0.01

***

No. 2
Computed, not measured: 2 unconnected molecules or ions with the total composition BH3OS in a non-equilibrium geometry, with the ωB97M-V functional and the def2-TZVPD basis.

Results
spin multiplicity = 1
Kohn-Sham gap = 8.72 eV
energy above the lowest of the compared OMol25 structures with the same formula, charge and spin = 58.3 kcal per mole
LUMO = -1.015 eV

Last column: Löwdin charge in e.
CARTESIAN COORDINATES (ANGSTROEM)
S: 0.1093 -0.6448 -1.3190  0.58
O: -1.3523 0.0038 0.6751  0.04
B: -0.1614 0.3197 0.2029  -0.85
H: -1.4348 -0.0165 1.5908  0.07
H: 0.7815 0.9076 0.7335  0.05
H: 2.0577 -0.5697 -1.8833  0.11

***

No. 3
Computed, not measured: 2 unconnected molecules or ions with the total composition BH5N2 in a non-equilibrium geometry, with the ωB97M-V functional and the def2-TZVPD basis.

Results
spin multiplicity = 1
Kohn-Sham gap = 9.16 eV
energy above the lowest of the compared OMol25 structures with the same formula, charge and spin = 89.3 kcal per mole
LUMO = 0.450 eV

Last column: Löwdin charge in e.
CARTESIAN COORDINATES (ANGSTROEM)
N: 0.8940 -1.0314 -1.0044  -0.06
N: -1.1481 0.7714 0.3025  0.10
B: 0.1277 0.4649 0.4894  -0.15
H: -1.7964 0.5843 -0.5055  0.12
H: 0.9835 0.8816 1.3263  0.05
H: -0.0266 -0.8944 -1.3929  -0.11
H: 1.5102 -0.5262 -1.6554  -0.06
H: -1.7172 1.1492 1.1238  0.12

***

No. 4
Computed, not measured: a molecular structure, BeH10O5 in a non-equilibrium geometry, with the ωB97M-V functional and the def2-TZVPD basis.

Results
charge = +2
spin multiplicity = 1
Kohn-Sham gap = 12.00 eV
energy above the lowest of the compared OMol25 structures with the same formula, charge and spin = 12.6 kcal per mole
LUMO = -8.025 eV

Last column: Löwdin charge in e.
CARTESIAN COORDINATES (ANGSTROEM)
O: -0.9557 0.5929 -1.9635  0.14
O: -1.0883 -1.2102 0.0912  0.12
O: 1.0691 -0.7718 1.9319  -0.03
O: -0.5432 1.3487 0.4942  0.09
O: 1.3418 -0.3585 -0.7448  0.12
Be: -0.2763 0.0524 -0.5186  0.17
H: 1.4007 -1.3277 -0.7279  0.15
H: -0.0064 2.1977 0.4917  0.19
H: 2.0029 -0.0067 -0.1673  0.11
H: 2.0422 -0.8293 1.8930  0.09
H: -1.1712 1.3026 1.2327  0.16
H: -1.5366 1.3394 -1.9831  0.13
H: 1.0379 0.1768 2.1001  0.05
H: -1.8209 -1.6110 -0.4162  0.17
H: -0.3027 0.7271 -2.6691  0.16
H: -1.1934 -1.6226 0.9557  0.15

***

No. 5
Computed, not measured: 2 unconnected molecules or ions with the total composition Br2ClHSi in a non-equilibrium geometry, with the ωB97M-V functional and the def2-TZVPD basis.

Results
spin multiplicity = 1
Kohn-Sham gap (alpha / beta) = 10.60 / 3.76 eV
energy above the lowest of the compared OMol25 structures with the same formula, charge and spin = 86.2 kcal per mole
LUMO (alpha / beta) = -0.735 / -3.723 eV

Last column: Löwdin charge in e.
CARTESIAN COORDINATES (ANGSTROEM)
Br: -1.9694 0.8161 0.2777  0.27
Br: 3.0819 0.5479 0.2296  0.00
Cl: 0.4526 3.2107 -0.3563  0.28
Si: -0.7802 1.9785 -1.1039  -0.40
H: -0.1748 1.3151 -2.1725  -0.14

***

No. 6
Computed, not measured: a molecular structure, Br2H2N2 in a non-equilibrium geometry, with the ωB97M-V functional and the def2-TZVPD basis.

Results
spin multiplicity = 1
Kohn-Sham gap = 9.71 eV
energy above the lowest of the compared OMol25 structures with the same formula, charge and spin = 36.0 kcal per mole
LUMO = 0.087 eV

Last column: Löwdin charge in e.
CARTESIAN COORDINATES (ANGSTROEM)
Br: 0.8488 1.2150 -1.5514  0.53
Br: -1.0079 1.6105 1.0084  0.55
N: 0.2552 -0.3193 -0.6979  -0.58
N: -0.3182 -0.0595 0.9191  -0.56
H: -0.4479 -0.6926 -1.3669  0.01
H: 0.6952 0.0100 1.3179  0.05

***

No. 7
Computed, not measured: Br2H2NOP in the gas phase in a non-equilibrium geometry, with the ωB97M-V functional and the def2-TZVPD basis.

Results
SMILES = NP(=O)(Br)Br
spin multiplicity = 1
Kohn-Sham gap = 10.21 eV
energy above the lowest of the compared OMol25 structures with the same formula, charge and spin = 9.8 kcal per mole
LUMO = -0.279 eV

Last column: Löwdin charge in e.
CARTESIAN COORDINATES (ANGSTROEM)
Br: 1.5684 -1.5796 0.4417  0.37
Br: 1.6464 1.7302 0.3702  0.25
P: 0.3644 0.0174 -0.4461  -0.16
O: 0.4623 0.1992 -1.8892  -0.42
N: -1.1223 -0.2941 0.2365  -0.13
H: -2.0066 0.1459 0.0581  0.07
H: -0.9126 -0.2190 1.2288  0.03

***

No. 8
Computed, not measured: Br2H2NOP in the gas phase in a non-equilibrium geometry, with the ωB97M-V functional and the def2-TZVPD basis.

Results
SMILES = NP(=O)(Br)Br
spin multiplicity = 1
Kohn-Sham gap = 10.00 eV
energy above the lowest of the compared OMol25 structures with the same formula, charge and spin = 42.0 kcal per mole
LUMO = -0.671 eV

Last column: Löwdin charge in e.
CARTESIAN COORDINATES (ANGSTROEM)
Br: 1.7312 -1.3686 -0.6122  0.42
Br: 1.3578 1.9830 -0.8975  0.42
P: 0.5925 0.2661 0.0985  -0.25
O: 0.7742 0.3121 1.5208  -0.46
N: -1.2916 -0.4934 -0.3754  -0.11
H: -2.0056 0.2498 -0.2721  0.01
H: -1.1586 -0.9488 0.5378  -0.02